{"formula": "C47H93N11O12", "method": "ωB97M-V with the def2-TZVPD basis set", "smiles": "C#CC[C@]1(CCN)[C@@](CCOC(C)=O)(CC(C)C)C(=O)N[C@]1(CCCCC)OC#N.CNC(C)=O.CNC(C)=O.CNC(C)=O.CNC(C)=O.CNC(C)=O.CNC(C)=O.CNC(C)=O.CNC(C)=O", "e_tot_ev": -91208.95822, "homo_lumo_gap_ev": 9.263, "fmax_ha_per_bohr": 0.03769, "molar_mass_g_mol": 1004.33, "elements": ["C", "C", "C", "C", "C", "C", "N", "C", "C", "C", "O", "C", "C", "O", "C", "C", "C", "C", "C", "O", "N", "C", "C", "C", "C", "C", "C", "O", "C", "N", "H", "H", "H", "H", "H", "H", "H", "H", "H", "H", "H", "H", "H", "H", "H", "H", "H", "H", "H", "H", "H", "H", "H", "H", "H", "H", "H", "H", "H", "H", "H", "H", "H", "H", "H", "H", "H", "C", "N", "C", "C", "O", "H", "H", "H", "H", "H", "H", "H", "C", "N", "C", "C", "O", "H", "H", "H", "H", "H", "H", "H", "C", "N", "C", "C", "O", "H", "H", "H", "H", "H", "H", "H", "C", "N", "C", "C", "O", "H", "H", "H", "H", "H", "H", "H", "C", "N", "C", "C", "O", "H", "H", "H", "H", "H", "H", "H", "C", "N", "C", "C", "O", "H", "H", "H", "H", "H", "H", "H", "C", "N", "C", "C", "O", "H", "H", "H", "H", "H", "H", "H", "C", "N", "C", "C", "O", "H", "H", "H", "H", "H", "H", "H"], "xyz": [[0.092893, -2.314875, -3.037455], [-0.301860, -2.017527, -1.948411], [-0.757304, -1.759622, -0.589122], [-0.086353, -0.526165, 0.101154], [-0.689637, 0.636491, -0.710142], [-0.478717, 2.118904, -0.333038], [-0.099842, 2.449959, 1.051178], [1.469458, -0.619002, 0.225102], [1.819525, -2.138031, 0.497038], [3.169206, -2.402416, 1.145235], [4.165158, -2.848036, 0.196925], [3.955776, -4.081212, -0.329923], [3.806404, -5.281445, 0.566189], [3.951552, -4.216280, -1.522776], [2.391222, -0.277349, -0.950584], [2.673060, 1.135482, -1.516389], [1.854149, 1.442693, -2.798824], [2.752577, 2.318607, -0.541526], [1.670252, 0.004552, 1.590811], [2.665627, 0.503030, 2.054513], [0.495613, -0.059861, 2.349912], [-0.599941, -0.537345, 1.549993], [-1.914455, 0.140557, 1.913979], [-3.171221, -0.736643, 1.751954], [-4.438733, 0.114277, 1.564611], [-5.088648, -0.114364, 0.179867], [-4.893511, 1.093714, -0.738597], [-0.833474, -1.972695, 2.078033], [-0.493924, -2.132618, 3.303592], [-0.480304, -2.295824, 4.443513], [0.193425, -2.488109, -4.076635], [-0.613583, -2.680425, -0.038710], [-1.829704, -1.612473, -0.652083], [-1.762444, 0.468680, -0.692074], [-0.436562, 0.541950, -1.759345], [-1.425336, 2.621995, -0.543376], [0.213841, 2.617006, -0.995396], [0.565225, 3.210933, 0.987169], [-0.886237, 2.858971, 1.539733], [1.061516, -2.635468, 1.086341], [1.792422, -2.614145, -0.479964], [3.050529, -3.182444, 1.891046], [3.615817, -1.560540, 1.656813], [4.765616, -5.780958, 0.639161], [3.152120, -5.972401, 0.053375], [3.385354, -5.077546, 1.540591], [3.361683, -0.708413, -0.724927], [2.040768, -0.878760, -1.781825], [3.679769, 1.066714, -1.917423], [2.518662, 1.535853, -3.654214], [1.187671, 0.626621, -3.055477], [1.319920, 2.385546, -2.742172], [3.782196, 2.609268, -0.361735], [2.290951, 3.192863, -0.993070], [2.287207, 2.172792, 0.420778], [0.302123, 0.821288, 2.800813], [-2.088997, 1.076307, 1.410088], [-1.847172, 0.380471, 2.971612], [-3.083681, -1.468249, 0.960984], [-3.300366, -1.266413, 2.690415], [-5.180355, -0.159493, 2.306082], [-4.224411, 1.174881, 1.669556], [-4.622909, -0.968280, -0.301133], [-6.138920, -0.357860, 0.293909], [-5.355379, 1.974059, -0.300375], [-3.830792, 1.258168, -0.887144], [-5.380324, 0.920533, -1.695122], [0.986560, 7.582780, -2.648760], [1.229121, 6.758527, -1.484322], [0.395608, 5.878785, -0.892731], [-0.976905, 5.698203, -1.491677], [0.753026, 5.246900, 0.097925], [1.719741, 7.346476, -3.419938], [1.102403, 8.629010, -2.369347], [-0.007606, 7.422222, -3.050740], [2.130748, 6.838049, -1.038824], [-1.519108, 4.967376, -0.897978], [-1.530442, 6.638593, -1.476578], [-0.892972, 5.331286, -2.517097], [-2.017708, -5.270117, -0.025500], [-3.126877, -4.374447, 0.266691], [-4.367616, -4.383868, -0.288571], [-4.628718, -5.443895, -1.328979], [-5.218823, -3.572668, 0.047330], [-1.722450, -5.798633, 0.882455], [-1.160331, -4.696829, -0.383447], [-2.290592, -5.997128, -0.783997], [-2.993122, -3.654388, 0.960754], [-5.648937, -5.338753, -1.687488], [-3.945604, -5.328428, -2.168597], [-4.506028, -6.438409, -0.902766], [-0.045119, 4.478960, -8.060774], [0.322594, 4.801152, -6.694496], [-0.430362, 4.688165, -5.571097], [-1.838246, 4.162183, -5.722285], [0.028511, 5.003138, -4.483974], [0.628756, 3.716925, -8.455257], [0.038263, 5.369042, -8.686413], [-1.062458, 4.108140, -8.111823], [1.249596, 5.156020, -6.521262], [-2.302131, 4.131635, -4.741525], [-2.426498, 4.814933, -6.368059], [-1.829991, 3.153617, -6.136438], [6.197147, -9.748609, 0.651706], [5.009847, -8.944832, 0.874812], [3.751095, -9.148358, 0.401280], [3.523296, -10.360390, -0.471039], [2.850949, -8.374171, 0.678501], [6.585154, -10.109250, 1.605766], [6.969283, -9.144251, 0.172860], [5.975603, -10.600219, 0.018646], [5.093034, -8.123133, 1.451317], [2.478752, -10.379749, -0.763789], [4.138963, -10.309598, -1.369686], [3.752102, -11.276533, 0.074430], [-3.337804, 2.047647, 7.963035], [-3.763257, 2.084188, 6.571941], [-3.300388, 2.875622, 5.582479], [-2.198819, 3.849771, 5.922672], [-3.768315, 2.793830, 4.451721], [-2.973599, 1.056941, 8.211833], [-4.198281, 2.276406, 8.598165], [-2.552999, 2.763062, 8.150759], [-4.494512, 1.456291, 6.276855], [-1.940061, 4.407099, 5.026554], [-2.530077, 4.551127, 6.688477], [-1.314809, 3.318986, 6.278854], [-2.779186, -7.869075, -6.433032], [-2.448459, -7.627924, -5.041031], [-3.233038, -7.802247, -3.945872], [-4.638160, -8.311329, -4.166972], [-2.805391, -7.551081, -2.831283], [-2.096459, -8.609519, -6.852946], [-2.676790, -6.944662, -7.003680], [-3.795632, -8.232399, -6.533352], [-1.525879, -7.286499, -4.822211], [-5.129190, -8.394289, -3.202821], [-5.205167, -7.619267, -4.790527], [-4.622530, -9.294582, -4.638063], [2.624424, 0.055339, 7.459236], [1.550281, 0.802038, 8.089659], [0.229551, 0.786298, 7.783068], [-0.187058, -0.120791, 6.650120], [-0.552663, 1.485334, 8.422429], [3.115280, -0.580257, 8.198299], [3.364616, 0.745536, 7.051783], [2.245180, -0.566550, 6.656222], [1.779871, 1.418759, 8.852418], [-1.258772, -0.048802, 6.490747], [0.319936, 0.167579, 5.728888], [0.057005, -1.155010, 6.884188], [5.038757, 12.112643, -1.893189], [4.533663, 10.753651, -1.956646], [3.626302, 10.153864, -1.144122], [3.045116, 10.974871, -0.017848], [3.300955, 8.991995, -1.329045], [4.814371, 12.634961, -2.824534], [6.121415, 12.099115, -1.758775], [4.589685, 12.655569, -1.069441], [4.880561, 10.149800, -2.684705], [2.344030, 10.355423, 0.532011], [3.830001, 11.304845, 0.663178], [2.514540, 11.843952, -0.408313]], "forces_ev_per_angstrom": [[-0.49, 0.14, -0.45], [0.10, -0.04, 0.28], [0.56, -0.20, -0.42], [-0.95, -1.25, -1.14], [0.00, 0.83, 0.58], [-0.51, 0.43, 0.33], [0.20, -0.05, -0.05], [-0.56, -1.20, 0.71], [0.07, 0.27, -0.16], [0.48, -0.59, 0.12], [-0.26, 0.09, 0.17], [0.01, -0.15, -0.53], [-0.43, 0.16, -0.19], [0.23, 0.10, -0.14], [0.25, 0.75, -0.03], [0.00, 0.16, -0.37], [0.17, -0.02, 0.09], [-0.07, 0.31, -0.26], [0.28, 1.16, 0.43], [0.30, -0.16, -0.22], [-0.29, -0.20, -1.10], [0.41, 0.94, 1.51], [-0.39, -0.56, 0.01], [-0.16, 0.75, 0.79], [-0.32, -0.61, -0.86], [0.43, 0.51, -0.06], [-0.55, -0.46, 0.23], [0.67, -0.15, -0.82], [-1.34, 0.22, -0.13], [0.67, -0.29, 0.44], [0.40, -0.15, -0.16], [0.03, -0.01, 0.19], [-0.22, 0.15, 0.15], [-0.21, -0.12, 0.07], [0.31, -0.26, -0.12], [-0.16, -0.07, -0.23], [0.33, -0.20, -0.13], [0.05, 0.14, 0.08], [-0.09, -0.04, 0.01], [-0.10, 0.13, 0.22], [0.09, -0.21, -0.13], [-0.06, -0.05, 0.21], [-0.05, 0.31, -0.13], [0.26, 0.09, 0.18], [-0.15, -0.19, -0.02], [0.18, -0.01, 0.26], [0.11, -0.06, 0.34], [-0.13, -0.18, -0.11], [0.25, -0.33, 0.12], [0.17, 0.07, -0.10], [-0.33, -0.02, 0.01], [-0.30, 0.03, 0.02], [0.21, -0.12, 0.19], [-0.09, 0.19, 0.00], [-0.05, -0.18, 0.10], [0.13, 0.03, 0.29], [0.34, 0.17, -0.31], [0.06, 0.20, 0.23], [0.02, -0.09, -0.17], [0.15, -0.47, -0.02], [0.04, 0.10, 0.33], [0.03, 0.13, 0.28], [-0.11, -0.32, -0.01], [-0.21, 0.03, -0.08], [0.12, 0.25, 0.06], [0.16, 0.26, -0.14], [0.12, 0.03, -0.25], [0.17, 0.08, 0.15], [-0.14, -0.17, 0.04], [0.03, -0.02, -0.02], [-0.07, -0.09, 0.02], [0.04, -0.08, 0.05], [-0.09, 0.04, -0.10], [-0.04, 0.05, -0.12], [-0.01, -0.13, 0.02], [0.02, 0.16, -0.02], [0.04, 0.03, 0.09], [0.00, -0.01, -0.10], [-0.04, 0.16, 0.05], [-0.08, 0.25, 0.27], [0.01, -0.03, -0.14], [-0.08, 0.02, 0.04], [-0.22, 0.13, -0.01], [0.11, 0.01, 0.00], [0.05, -0.08, -0.06], [0.04, -0.12, -0.09], [0.00, 0.01, -0.02], [0.03, -0.05, 0.06], [-0.03, 0.09, 0.08], [0.07, -0.16, 0.02], [0.13, -0.04, -0.12], [0.34, 0.14, 0.14], [-0.16, -0.04, -0.02], [0.03, -0.02, 0.04], [0.02, 0.02, 0.06], [0.01, -0.01, -0.06], [-0.09, -0.04, -0.08], [-0.09, -0.04, -0.08], [-0.02, 0.00, 0.03], [0.03, -0.01, -0.01], [0.05, 0.02, 0.04], [-0.02, -0.08, -0.06], [-0.06, 0.03, -0.08], [-0.04, 0.34, 0.22], [-0.02, -0.14, -0.11], [-0.06, 0.04, 0.01], [-0.04, 0.03, 0.00], [-0.02, -0.03, 0.01], [0.05, -0.11, -0.06], [0.05, -0.10, -0.06], [-0.03, -0.01, -0.01], [0.01, 0.00, 0.04], [-0.03, 0.06, 0.03], [0.05, -0.09, 0.02], [0.07, -0.03, -0.07], [-0.81, -0.11, -0.15], [0.14, 0.00, 0.20], [-0.11, 0.00, -0.36], [0.05, 0.02, -0.11], [0.15, 0.03, -0.03], [0.15, 0.02, 0.12], [0.08, 0.05, 0.08], [0.11, -0.01, -0.01], [0.00, 0.01, 0.01], [-0.07, -0.04, -0.03], [0.09, -0.03, 0.08], [-0.02, 0.05, 0.15], [0.34, 0.13, 0.16], [-0.16, -0.04, -0.03], [0.05, 0.00, 0.04], [0.01, 0.01, 0.06], [0.02, -0.03, 0.04], [-0.09, -0.04, -0.08], [-0.09, -0.04, -0.08], [-0.02, 0.00, 0.03], [0.02, 0.00, -0.01], [0.05, 0.02, 0.05], [-0.02, -0.07, -0.07], [-0.06, 0.03, -0.08], [0.03, 0.25, 0.29], [0.04, -0.11, -0.12], [-0.06, 0.16, 0.20], [-0.12, 0.25, 0.20], [0.29, -0.25, -0.28], [0.03, -0.08, -0.09], [0.03, -0.08, -0.10], [-0.02, 0.00, -0.01], [0.02, 0.01, 0.01], [-0.03, 0.07, 0.07], [0.04, -0.16, -0.03], [0.04, -0.04, -0.17], [0.09, -0.29, -0.25], [-0.08, 0.09, 0.11], [0.01, -0.05, 0.03], [-0.03, -0.06, 0.00], [0.05, -0.03, 0.03], [-0.01, 0.11, 0.06], [0.00, 0.11, 0.06], [-0.02, -0.01, 0.02], [0.02, 0.00, -0.01], [0.01, -0.06, -0.03], [-0.02, 0.10, -0.01], [0.06, 0.06, 0.05]], "mulliken_charge": [-0.289, -2.040, 0.054, 1.924, -0.688, -0.540, -0.341, 3.413, -1.755, -1.224, -0.374, 0.608, -0.708, -0.577, -2.516, 0.845, -1.389, -1.224, -0.824, -0.679, -0.018, 0.195, -1.183, 0.661, -0.940, -0.101, -1.205, -0.465, 0.859, -0.807, 0.567, -0.272, 0.977, 0.007, 0.495, 0.402, -0.320, 0.302, 0.339, 0.245, 0.768, 0.190, 0.370, 0.290, 0.252, 0.296, 0.883, 0.146, 0.866, 0.320, 0.265, 0.226, 0.342, 0.157, 0.183, 0.568, -0.029, 0.608, -1.069, 0.590, 0.397, 0.460, -0.002, 0.497, 0.396, 0.060, 0.416, -0.816, 0.011, 0.824, -0.906, -0.737, 0.246, 0.189, 0.360, 0.227, 0.264, 0.492, -0.099, -0.614, -0.048, 0.956, -1.344, -0.673, 0.244, 0.089, 0.359, 0.072, 0.388, 0.260, 0.410, -0.919, -0.214, 0.787, -1.382, -0.555, 0.294, 0.296, 0.354, 0.242, 0.257, 0.384, 0.397, -0.874, -0.123, 0.893, -1.378, -0.635, 0.298, 0.288, 0.321, 0.213, 0.307, 0.366, 0.368, -0.865, -0.094, 0.767, -1.171, -0.681, 0.256, 0.317, 0.318, 0.219, 0.299, 0.389, 0.244, -0.834, -0.163, 0.778, -1.381, -0.617, 0.287, 0.281, 0.318, 0.235, 0.278, 0.381, 0.435, -0.829, -0.173, 0.433, -0.850, -0.640, 0.279, 0.284, 0.319, 0.252, 0.341, 0.087, 0.510, -0.851, -0.174, 0.760, -1.338, -0.585, 0.283, 0.286, 0.326, 0.238, 0.281, 0.400, 0.367]}